{
  "formula": "C34H39N4O4OsPSTe",
  "method": "ωB97M-V with the def2-TZVPD basis set",
  "multiplicity": 1,
  "max_force_ha_per_bohr": 0.0242,
  "total_charge": 2,
  "homo_energy_ev": [-13.40, -13.35],
  "gap_ha": [0.183, 0.177],
  "e_above_lowest_kcal_mol": 29.9,
  "energy_ev": -79905.919,
  "elements": ["Os", "N", "C", "C", "C", "C", "C", "C", "C", "C", "C", "H", "H", "H", "H", "C", "C", "S", "O", "O", "C", "C", "N", "C", "N", "C", "C", "N", "O", "O", "C", "H", "H", "H", "H", "H", "H", "H", "H", "H", "H", "H", "H", "H", "C", "C", "C", "C", "C", "C", "Te", "C", "C", "C", "H", "H", "H", "H", "H", "H", "H", "H", "H", "H", "H", "C", "P", "C", "C", "C", "C", "C", "C", "C", "H", "H", "H", "H", "H", "H", "H", "H", "H", "H", "H"],
  "coordinates": [[-1.0072, -0.4439, -0.5764], [-5.7098, 2.0693, -8.8483], [-5.1967, 1.7949, -7.8591], [-4.5541, 1.4520, -6.6253], [-4.3764, 0.1056, -6.2961], [-3.7513, -0.2259, -5.1148], [-3.2839, 0.7863, -4.2595], [-3.4712, 2.1364, -4.6002], [-4.1107, 2.4674, -5.7744], [-2.6043, 0.4412, -3.0764], [-1.9676, 0.1280, -2.0676], [-4.7333, -0.6593, -6.9707], [-3.5995, -1.2607, -4.8416], [-3.1163, 2.9090, -3.9325], [-4.2676, 3.5005, -6.0492], [4.4705, 4.2464, 5.6779], [3.0370, 4.3952, 5.1883], [2.7546, 3.3269, 3.7965], [3.4991, 3.8047, 2.6627], [2.9049, 1.9495, 4.2089], [1.0050, 3.5356, 3.3507], [0.1392, 2.3822, 3.8496], [-0.7497, 1.9129, 2.7725], [-0.4540, 0.8406, 2.0303], [-1.3994, 0.6691, 1.0853], [-2.3361, 1.6559, 1.2420], [-1.9312, 2.4248, 2.2812], [-2.5765, 3.6092, 2.7973], [-2.0382, 4.1630, 3.7337], [-3.5831, 3.9488, 2.2271], [0.7184, -0.0470, 2.2217], [4.6262, 4.9268, 6.5129], [5.1789, 4.4996, 4.8914], [4.6646, 3.2305, 6.0165], [2.8250, 5.4062, 4.8399], [2.3123, 4.1081, 5.9514], [1.0612, 3.5424, 2.2616], [0.6382, 4.5068, 3.6773], [-0.4481, 2.6318, 4.7263], [0.7741, 1.5331, 4.0893], [-3.1951, 1.7672, 0.6032], [0.6333, -0.5945, 3.1630], [1.6575, 0.5093, 2.2466], [0.7857, -0.7755, 1.4106], [6.2940, -2.1580, 1.3903], [5.0646, -1.5553, 0.7831], [4.9411, -0.1796, 0.6228], [3.8274, 0.3969, 0.0256], [3.7750, 1.8906, -0.1277], [2.8025, -0.4582, -0.4102], [1.2389, 0.4830, -1.4721], [2.8825, -1.8469, -0.2527], [1.8210, -2.7895, -0.7405], [4.0201, -2.3676, 0.3466], [6.8933, -1.4085, 1.9026], [6.9143, -2.6099, 0.6143], [6.0366, -2.9431, 2.1006], [5.7341, 0.4683, 0.9754], [4.4693, 2.3744, 0.5555], [2.7892, 2.3069, 0.0958], [4.0438, 2.1956, -1.1428], [0.8147, -2.4635, -0.4394], [1.9798, -3.7863, -0.3317], [1.8142, -2.8694, -1.8301], [4.0972, -3.4410, 0.4729], [-4.0688, -1.9990, 0.1813], [-2.3314, -2.3512, -0.2017], [-1.6991, -3.3147, 1.1994], [-2.3138, -3.4431, -1.6329], [-1.3666, -4.4600, -1.7415], [-1.3619, -5.2880, -2.8528], [-2.2996, -5.1052, -3.8587], [-3.2437, -4.0918, -3.7555], [-3.2487, -3.2561, -2.6518], [-4.4439, -1.1766, -0.4254], [-4.1601, -1.7326, 1.2344], [-4.6636, -2.8920, -0.0143], [-2.2534, -4.2506, 1.2830], [-1.8316, -2.7430, 2.1189], [-0.6401, -3.5390, 1.0783], [-0.6342, -4.6268, -0.9621], [-0.6346, -6.0841, -2.9270], [-2.3017, -5.7582, -4.7200], [-3.9876, -3.9655, -4.5309], [-3.9936, -2.4721, -2.5826]]
}

{
  "formula": "C34H40BeClGe2P",
  "method": "ωB97M-V with the def2-TZVPD basis set",
  "multiplicity": 1,
  "max_force_ha_per_bohr": 0.0054,
  "total_charge": 2,
  "homo_energy_ev": -13.30,
  "gap_ha": 0.260,
  "e_above_lowest_kcal_mol": 1.8,
  "energy_ev": -171137.407,
  "elements": ["Be", "C", "C", "Ge", "C", "C", "C", "C", "Ge", "C", "C", "C", "C", "C", "C", "C", "C", "C", "C", "H", "H", "H", "H", "H", "H", "H", "H", "H", "H", "H", "H", "H", "H", "H", "H", "H", "H", "H", "H", "H", "H", "H", "H", "H", "H", "Cl", "C", "C", "C", "C", "C", "C", "P", "C", "C", "C", "C", "C", "C", "C", "C", "C", "C", "C", "C", "H", "H", "H", "H", "H", "H", "H", "H", "H", "H", "H", "H", "H", "H"],
  "coordinates": [[-0.6970, -0.2777, -0.3083], [3.8379, -0.7910, 0.9083], [2.3511, -0.5291, 1.1727], [1.5812, 0.2996, -0.4310], [1.7296, -0.7839, -2.0681], [0.6004, -0.5269, -3.0605], [2.2935, 2.0724, -0.6535], [1.4356, 3.0880, -0.4637], [-0.3624, 2.3746, -0.1698], [-1.0592, 2.3842, 1.6714], [-1.4526, 3.7810, 2.1683], [-1.6214, 2.7268, -1.6430], [-1.4984, 4.1466, -2.2095], [1.7587, 4.5241, -0.5040], [3.0239, 4.9709, -0.8956], [3.3148, 6.3220, -0.9173], [2.3501, 7.2533, -0.5494], [1.0905, 6.8253, -0.1629], [0.8020, 5.4697, -0.1445], [4.3164, -1.2121, 1.7926], [4.3737, 0.1258, 0.6586], [3.9806, -1.4983, 0.0893], [2.2166, 0.1518, 2.0149], [1.8429, -1.4576, 1.4253], [1.8006, -1.8391, -1.8076], [2.6950, -0.4958, -2.4917], [-0.3761, -0.8391, -2.6590], [0.7462, -1.0812, -3.9873], [0.5208, 0.5305, -3.3190], [3.3492, 2.2324, -0.8532], [-0.2785, 1.9702, 2.3136], [-1.9221, 1.7143, 1.7320], [-0.5918, 4.4462, 2.2104], [-1.8673, 3.7144, 3.1735], [-2.2125, 4.2401, 1.5335], [-2.6470, 2.5559, -1.3084], [-1.4084, 2.0012, -2.4316], [-1.7504, 4.9049, -1.4702], [-2.1888, 4.2646, -3.0442], [-0.4921, 4.3518, -2.5736], [3.7866, 4.2649, -1.1935], [4.2967, 6.6545, -1.2243], [2.5825, 8.3090, -0.5687], [0.3345, 7.5439, 0.1222], [-0.1908, 5.1526, 0.1583], [-2.6778, -0.0885, -0.8047], [-3.3023, -1.7740, -0.7417], [-4.5996, -1.9583, -1.1607], [-5.0819, -3.2619, -1.1464], [-4.2710, -4.3111, -0.7353], [-2.9695, -4.0747, -0.3222], [-2.4562, -2.7774, -0.3111], [-0.8039, -2.3549, 0.2856], [0.3043, -3.5869, -0.4065], [1.3887, -4.0606, 0.3302], [2.2824, -4.9443, -0.2574], [2.0939, -5.3542, -1.5695], [1.0069, -4.8902, -2.3011], [0.1116, -4.0060, -1.7249], [-0.8487, -2.4700, 2.0753], [-0.7611, -1.2989, 2.8233], [-0.8690, -1.3448, 4.2044], [-1.0617, -2.5644, 4.8363], [-1.1486, -3.7375, 4.0945], [-1.0471, -3.6951, 2.7152], [-5.2137, -1.1333, -1.4923], [-6.0960, -3.4524, -1.4689], [-4.6557, -5.3211, -0.7394], [-2.3397, -4.9007, -0.0165], [1.5333, -3.7555, 1.3586], [3.1207, -5.3182, 0.3140], [2.7908, -6.0459, -2.0226], [0.8560, -5.2225, -3.3189], [-0.7363, -3.6521, -2.3002], [-0.5928, -0.3438, 2.3349], [-0.7979, -0.4360, 4.7859], [-1.1437, -2.6040, 5.9138], [-1.2969, -4.6843, 4.5946], [-1.1120, -4.6120, 2.1425]]
}